[1]
C28H27N9O2PRhS2 as an isolated structure. Source: the Open Molecules 2025 dataset; level of theory: ωB97M-V with the def2-TZVPD basis set.

Computed properties:
LUMO level (hartree): -0.23330
Relative energy (zero: lowest compared OMol25 entry of this formula, charge and spin) (kJ/mol): 216.60
Net charge: +2
DFT total energy (eV): -80935.4045

```
70
C28H27N9O2PRhS2, DFT ωB97M-V with the def2-TZVPD basis set
Rh -0.0971 0.0149 -0.3855
C 5.2586 -1.5650 -0.8452
N 4.0662 -0.9229 -0.2962
C 4.0468 -0.0790 0.7804
C 2.7553 0.3263 0.9389
N 1.9975 -0.2626 -0.0336
C 2.8050 -1.0175 -0.7688
P 2.3144 -2.0547 -2.1720
C 1.4073 -0.7615 -3.0705
N 0.5004 0.0503 -2.5538
C 0.0375 0.8342 -3.5738
C 0.6779 0.4810 -4.7253
N 1.5414 -0.5257 -4.3965
C 2.4570 -1.2005 -5.3145
C 0.8593 -2.7640 -1.3592
N -0.1221 -2.0880 -0.7787
C -1.0205 -3.0012 -0.3005
C -0.5728 -4.2501 -0.6089
N 0.6084 -4.0882 -1.2788
C 1.4055 -5.1699 -1.8539
H 6.1233 -1.2328 -0.2794
H 5.1883 -2.6479 -0.7673
H 5.3920 -1.2904 -1.8892
H 4.9337 0.1552 1.3433
H 2.3297 0.9817 1.6798
H -0.7053 1.5999 -3.4248
H 0.5817 0.8582 -5.7287
H 2.3532 -0.7599 -6.3012
H 3.4857 -1.0799 -4.9824
H 2.2251 -2.2615 -5.3774
H -1.9146 -2.7089 0.2219
H -0.9890 -5.2203 -0.4006
H 0.9242 -6.1155 -1.6254
H 1.4698 -5.0601 -2.9344
H 2.4102 -5.1772 -1.4371
N -2.2225 0.3923 -1.0968
C -2.5014 1.8139 -1.1285
C -3.7503 2.3153 -1.3593
C -3.9750 3.7080 -1.3594
C -2.9469 4.5722 -1.1107
C -1.6443 4.0751 -0.8717
C -0.5341 4.9050 -0.5964
C 0.6991 4.3499 -0.3967
C 0.8312 2.9553 -0.4721
N -0.1918 2.1571 -0.6935
C -1.4288 2.6831 -0.8960
H -2.3208 -0.0273 -2.0184
H -2.8834 -0.0730 -0.4781
H -4.5775 1.6405 -1.5466
H -4.9705 4.0798 -1.5570
H -3.1175 5.6404 -1.0771
H -0.6730 5.9781 -0.5552
H 1.5667 4.9554 -0.1795
H 1.7965 2.4817 -0.3478
O -0.7350 -2.9484 5.7297
S -0.3107 -1.5967 5.5670
O 0.7922 -1.0740 6.3061
N 0.0041 -1.3324 3.9210
C -0.8186 -0.4734 3.4645
S -0.7381 0.0973 1.8091
C -1.8517 0.0784 4.3697
C -2.8532 0.9988 4.1155
C -3.6846 1.3605 5.1689
C -3.5081 0.8168 6.4362
C -2.5096 -0.1193 6.6853
C -1.6957 -0.4715 5.6316
H -2.9682 1.4195 3.1261
H -4.4797 2.0742 5.0002
H -4.1560 1.1288 7.2441
H -2.3768 -0.5573 7.6651
```

Here are the Löwdin charges for atoms 1 to 8, given in e:
1. Rh 0.865
2. C 0.002
3. N -0.104
4. C -0.005
5. C -0.098
6. N -0.042
7. C -0.439
8. P 1.202

[2]
C28H28BrCrN2O4Si as an isolated structure. Source: the Open Molecules 2025 dataset; level of theory: ωB97M-V with the def2-TZVPD basis set.

Computed properties:
<S²>: 0.838
2S+1: 2
LUMO level (spin up / spin down) (hartree): -0.03860 / -0.04122
Relative energy (zero: lowest compared OMol25 entry of this formula, charge and spin) (kJ/mol): 20.79
DFT total energy (eV): -147004.4711

```
65
C28H28BrCrN2O4Si, DFT ωB97M-V with the def2-TZVPD basis set
Cr 0.2524 -0.2980 -0.7116
Br -1.9200 5.7340 3.0249
C -1.6220 4.2406 1.8935
C -2.6108 3.8782 0.9505
C -2.4188 2.8070 0.1305
C -1.2348 2.0257 0.2093
O -1.0872 1.0232 -0.5842
C -0.2523 2.3979 1.1669
C 0.9310 1.6591 1.3555
N 1.2174 0.5144 0.7883
C 2.4155 -0.1771 1.1384
C 3.2308 0.0745 2.2042
C 4.4113 -0.6811 2.3926
C 4.7579 -1.6817 1.5329
C 3.9061 -2.0030 0.4480
C 4.1500 -3.0515 -0.4727
C 3.2401 -3.3021 -1.4529
C 2.0672 -2.5231 -1.5302
N 1.8206 -1.5366 -0.7051
C 2.7339 -1.2576 0.2762
C -0.4734 3.5302 1.9985
H -3.5238 4.4561 0.8842
H -3.1677 2.5083 -0.5925
H 1.6431 2.0783 2.0620
H 2.9815 0.8450 2.9226
H 5.0479 -0.4573 3.2383
H 5.6709 -2.2474 1.6755
H 5.0542 -3.6428 -0.3832
H 3.3932 -4.0975 -2.1696
H 1.3064 -2.7068 -2.2799
H 0.2758 3.8068 2.7310
C -0.2509 2.4628 -3.7532
C 0.4279 1.1151 -3.5921
C 1.2374 0.7325 -4.8219
O 1.2907 1.1285 -2.4358
C -0.6176 0.0046 -3.3761
O -1.5817 -0.0525 -4.1008
O -0.3174 -0.8568 -2.4355
H 0.4474 3.2012 -4.1565
H -0.6127 2.8108 -2.7850
H -1.0978 2.3637 -4.4296
H 2.0258 1.4707 -5.0027
H 0.5860 0.7035 -5.6944
H 1.6946 -0.2511 -4.6931
H 2.1520 1.4683 -2.6968
C -0.1296 -2.9446 1.6918
Si -1.1177 -1.8543 0.5088
C -2.0133 -2.9805 -0.6862
C -2.3759 -0.9447 1.5637
C -3.7504 -1.0790 1.3600
C -4.6653 -0.3843 2.1445
C -4.2200 0.4709 3.1438
C -2.8554 0.6262 3.3583
C -1.9504 -0.0784 2.5759
H -0.8055 -3.5388 2.3176
H 0.5093 -2.3542 2.3584
H 0.5135 -3.6356 1.1349
H -2.7391 -3.6221 -0.1736
H -1.2903 -3.6254 -1.1952
H -2.5280 -2.4002 -1.4566
H -4.1176 -1.7269 0.5705
H -5.7279 -0.5082 1.9720
H -4.9314 1.0136 3.7542
H -2.4994 1.2997 4.1299
H -0.8853 0.0497 2.7590
```

Here are the Löwdin charges for atoms 1 to 8, given in e:
1. Cr 0.654
2. Br 0.720
3. C -0.695
4. C -0.102
5. C 0.018
6. C -0.322
7. O -0.127
8. C -0.139

[3]
C28H28BrN6O5PtS as an isolated structure. Source: the Open Molecules 2025 dataset; level of theory: ωB97M-V with the def2-TZVPD basis set.

Computed properties:
<S²>: 2.007
2S+1: 3
LUMO level (spin up / spin down) (hartree): -0.11324 / -0.16191
Net charge: +1
DFT total energy (eV): -132786.4546

```
70
C28H28BrN6O5PtS, DFT ωB97M-V with the def2-TZVPD basis set
Pt -0.0809 0.1395 1.2305
C -2.0999 -3.0689 -0.2029
O -0.9553 -2.2230 -0.2947
C 0.1780 -2.7531 -0.8165
C 0.2471 -3.9975 -1.4004
C 1.4587 -4.4601 -1.9266
Br 1.5181 -6.1633 -2.7320
C 2.5831 -3.6924 -1.8561
C 2.5193 -2.4215 -1.2552
C 1.3214 -1.9133 -0.7305
O 1.2955 -0.7117 -0.1789
C 3.7257 -1.6314 -1.1398
N 3.8204 -0.4404 -0.5497
C 5.1354 0.0187 -0.6017
C 5.7349 1.1770 -0.1280
C 7.0905 1.3083 -0.3592
C 7.8196 0.3206 -1.0383
C 7.2193 -0.8326 -1.5066
C 5.8591 -0.9592 -1.2697
N 4.9450 -1.9647 -1.5903
H -2.4668 -3.3375 -1.1952
H -2.8573 -2.4965 0.3237
H -1.8674 -3.9697 0.3667
H -0.6248 -4.6316 -1.4623
H 3.5104 -4.0796 -2.2566
H 2.9827 -0.0229 -0.1509
H 5.1702 1.9331 0.4010
H 7.6042 2.1914 -0.0050
H 8.8793 0.4650 -1.1975
H 7.7855 -1.5940 -2.0263
H 5.1656 -2.8243 -2.0625
O -2.4603 0.9466 6.6539
S -2.5109 -0.3155 5.9823
O -2.8486 -1.5015 6.7020
N -1.1068 -0.5383 5.1516
C -1.2994 -0.4596 3.8860
O -0.2776 -0.5363 3.0669
C -2.7160 -0.2697 3.4305
C -3.2697 -0.2148 2.1614
C -4.6441 -0.0369 2.0395
C -5.4499 0.0763 3.1684
C -4.8981 0.0064 4.4424
C -3.5351 -0.1687 4.5390
H -2.6599 -0.3213 1.2721
H -5.0940 0.0027 1.0559
H -6.5177 0.2090 3.0542
H -5.5153 0.0812 5.3280
C -2.5088 1.3797 -3.5395
C -1.3071 0.5218 -3.2067
N -1.0639 0.6059 -1.7746
C -1.2663 1.7163 -1.0386
N -0.8480 1.7257 0.2273
C -1.1263 2.8886 1.0774
C -1.1225 4.1607 0.2554
C -2.1326 4.0054 -0.8573
N -1.9001 2.7610 -1.5978
C -2.2651 2.7786 -3.0168
H -3.4014 0.9578 -3.0734
H -2.6692 1.4128 -4.6158
H -0.4331 0.8545 -3.7746
H -1.4904 -0.5222 -3.4545
H -0.4654 -0.0848 -1.3463
H -0.3687 2.9229 1.8588
H -2.0949 2.7585 1.5702
H -0.1272 4.3265 -0.1633
H -1.3783 5.0190 0.8755
H -2.0578 4.8267 -1.5694
H -3.1493 4.0045 -0.4561
H -1.4726 3.2696 -3.5903
H -3.1640 3.3866 -3.1125
```

Here are the Löwdin charges for atoms 1 to 8, given in e:
1. Pt 1.267
2. C -0.035
3. O -0.134
4. C -0.213
5. C -0.038
6. C -0.682
7. Br 0.792
8. C -0.080

[4]
A 2-piece molecular cluster, C28H28ClN3O3 overall. Source: the Open Molecules 2025 dataset; level of theory: ωB97M-V with the def2-TZVPD basis set.

Computed properties:
LUMO level (hartree): -0.00640
SMILES: CNC(=O)[C@H](Cc1ccccc1)NC(C)=O.Clc1ccc(OCc2ccccc2)c2ncccc12
DFT total energy (eV): -52626.4465

```
63
C28H28ClN3O3, DFT ωB97M-V with the def2-TZVPD basis set
O -0.7362 -2.2138 -6.1185
O -2.6646 2.4026 -4.5307
Cl 3.3356 2.5634 0.6127
N 2.6338 -1.1566 4.1390
O 1.4315 0.8227 5.9798
C -0.9019 -1.0800 -5.6998
C -2.7542 1.1833 -4.4549
C 3.2242 -2.0188 3.3050
C -3.2235 -0.7731 4.6535
C 2.4512 -1.4868 -1.3563
C -2.4037 -1.8995 4.7707
C -2.7448 0.4801 5.0456
C 1.3247 -1.0308 -0.6490
C 2.6646 -1.0713 -2.6814
C -1.1067 -1.7724 5.2825
C -1.4509 0.6043 5.5620
C 0.4110 -0.1603 -1.2676
C 1.7441 -0.2099 -3.3040
C 1.7561 2.4082 4.3019
C 3.7060 -1.6257 2.0620
C 2.1976 2.8440 3.0528
C -0.6187 -0.5193 5.6860
C 0.6121 0.2454 -2.6006
C 1.8693 1.0670 4.6902
C 3.5686 -0.3007 1.6632
C 2.7883 1.9520 2.1610
C 2.4728 0.1397 3.7903
C 2.9395 0.6027 2.5270
N -3.7469 0.5115 -5.0540
N -1.3296 -0.9036 -4.4470
C -0.6147 0.0940 -6.6174
C 0.7459 -0.3981 6.3272
C -4.8096 1.1363 -5.8388
C -0.4236 1.1148 -3.2927
C -1.6811 0.3410 -3.7362
H 3.3355 -3.0548 3.6108
H -4.2298 -0.8719 4.2570
H 3.1508 -2.1615 -0.8852
H -2.7738 -2.8737 4.4654
H -3.3802 1.3564 4.9565
H 1.1587 -1.3492 0.3710
H 3.5285 -1.4238 -3.2273
H -0.4798 -2.6541 5.3783
H -1.0929 1.5794 5.8799
H -0.4524 0.1866 -0.7187
H 1.9003 0.0888 -4.3301
H 1.3168 3.1197 4.9938
H 4.1903 -2.3524 1.4197
H 2.0924 3.8876 2.7701
H 3.9494 0.0125 0.6946
H -3.7312 -0.4949 -4.9926
H -1.3871 -1.7599 -3.9184
H -0.2844 -0.2900 -7.5814
H 0.1778 0.7067 -6.1981
H -1.5090 0.6914 -6.7680
H 0.5949 -0.3832 7.4105
H 1.3494 -1.2841 6.1299
H -4.3718 1.7985 -6.5886
H -5.4052 0.3729 -6.3411
H -5.4536 1.7287 -5.1860
H 0.0308 1.6057 -4.1519
H -0.7277 1.9022 -2.6018
H -2.1632 0.0242 -2.8117
```

Here are the Löwdin charges for atoms 1 to 8, given in e:
1. O 0.037
2. O 0.063
3. Cl 0.681
4. N 0.124
5. O -0.047
6. C -0.549
7. C -0.479
8. C -0.114